Entry 1:
C3H7FS | ωB97M-V/def2-TZVPD

XYZ file:
```
12
Properties=species:S:1:pos:R:3:mulliken_charge:R:1
C 1.16 1.26 -0.74 -0.934
C 0.14 -1.02 1.01 -1.022
C -0.59 -0.30 -0.08 0.381
F -0.68 -1.02 -1.22 -0.244
S -2.12 0.47 0.34 -0.230
H 1.34 1.73 0.21 0.304
H 1.87 0.55 -1.10 0.319
H 0.62 1.84 -1.47 0.304
H 0.12 -0.43 1.93 0.372
H -0.32 -1.99 1.20 0.358
H 1.18 -1.19 0.72 0.252
H -2.73 0.11 -0.79 0.140
```

ΔE to the lowest compared entry with this formula, charge and spin in kJ/mol: 269.9
Charge: 0
Max |F| in eV Å⁻¹: 3.492
Gap between HOMO and LUMO (spin up / spin down) in eV: 8.46 / 8.33
E_HOMO (spin up / spin down) in eV: -7.95 / -7.80
E_tot in eV: -16774.186

=====

Entry 2:
C26H22N3O9S3Sc | ωB97M-V/def2-TZVPD

XYZ file:
```
64
Properties=species:S:1:pos:R:3:mulliken_charge:R:1
Sc 0.55 0.03 -0.16 0.165
O 0.05 1.29 6.82 -0.725
C 0.49 0.22 6.38 0.441
O 0.82 -0.84 6.93 -0.720
C 0.64 0.20 4.83 -0.558
C 0.30 1.32 4.08 -0.693
C 0.41 1.27 2.70 0.554
N 0.82 0.16 2.07 0.361
C 1.22 -0.90 2.79 0.666
C 1.13 -0.91 4.17 -0.921
C 1.82 -1.99 1.98 0.773
C 2.11 -3.25 2.50 -0.758
C 2.73 -4.17 1.67 -0.435
C 3.04 -3.81 0.37 -0.958
C 2.68 -2.55 -0.07 -0.089
N 2.09 -1.66 0.72 -0.025
C 0.17 2.44 1.82 0.635
C -0.40 3.62 2.28 -0.775
C -0.54 4.67 1.39 -0.471
C -0.12 4.53 0.08 -0.933
C 0.42 3.31 -0.30 0.067
N 0.57 2.29 0.55 0.283
H -0.02 2.19 4.63 0.588
H 1.45 -1.75 4.78 0.528
H 1.85 -3.49 3.52 0.416
H 2.97 -5.16 2.05 0.444
H 3.53 -4.50 -0.30 0.421
H 2.87 -2.23 -1.09 0.581
H -0.72 3.71 3.30 0.424
H -0.98 5.61 1.73 0.452
H -0.20 5.33 -0.64 0.478
H 0.75 3.14 -1.32 0.403
O -1.82 -1.40 -2.57 -0.699
S -0.75 -2.27 -2.15 1.571
O -1.04 -3.66 -2.00 -0.781
O -0.08 -1.74 -0.91 -0.598
C 0.55 -2.14 -3.39 -0.016
C 0.72 -3.28 -4.16 -0.535
C 1.64 -3.31 -5.20 -0.652
C 2.40 -2.19 -5.48 -0.650
C 2.24 -1.05 -4.71 -0.768
C 1.33 -1.01 -3.66 0.118
S 1.39 0.50 -2.73 1.586
O 1.94 1.51 -3.57 -0.664
O 2.18 0.19 -1.50 -0.493
O 0.04 0.79 -2.17 -0.398
H 0.11 -4.15 -3.94 0.568
H 1.74 -4.21 -5.79 0.419
H 3.11 -2.20 -6.29 0.404
H 2.83 -0.17 -4.92 0.521
O -1.47 0.41 0.28 -0.236
S -2.89 0.06 -0.19 0.261
C -3.20 1.11 -1.61 -0.326
C -3.65 2.46 -1.07 -0.333
C -4.61 2.13 0.06 -0.731
C -3.91 1.08 0.92 -0.460
H -3.97 0.61 -2.19 0.585
H -2.28 1.10 -2.20 -0.010
H -4.11 3.06 -1.85 0.460
H -2.79 3.01 -0.69 -0.052
H -5.54 1.72 -0.34 0.321
H -4.88 3.00 0.67 0.390
H -4.57 0.44 1.50 0.446
H -3.18 1.53 1.59 0.133
```

ΔE to the lowest compared entry with this formula, charge and spin in kJ/mol: 0.0
Charge: 0
Max |F| in eV Å⁻¹: 0.904
Gap between HOMO and LUMO in eV: 6.87
E_HOMO in eV: -7.95
E_tot in eV: -103429.452